# 1
Here is 2 unconnected molecules or ions with the total composition CH8N3 at a distorted geometry from OMol25. Energies are from the ωB97M-V functional and the def2-TZVPD basis.

net charge: +1
ΔE to the lowest compared entry with this formula, charge and spin: 77.78 kcal/mol
spin multiplicity: 1

Each atom is followed by the atoms it is bonded to, with distances in Å.
Geometry (Å):
1 C -1.1553 -0.6020 0.1904  N3 1.291, H5 1.164, H6 1.120
2 N 1.2643 -0.9528 -0.5867  H7 0.991, H8 1.051, H11 0.992
3 N -0.8124 0.5573 0.6429  C1 1.291, N4 1.328, H9 1.041
4 N -0.4484 1.6557 -0.0080  N3 1.328, H10 0.977, H12 1.023
5 H -1.7480 -1.2980 0.9108  C1 1.164
6 H -1.1473 -0.7637 -0.9183  C1 1.120
7 H 1.3313 -1.9085 -0.3336  N2 0.991
8 H 1.5977 -0.4633 0.2817  N2 1.051
9 H -0.6176 0.5735 1.6653  N3 1.041
10 H 0.3010 2.1635 0.3600  N4 0.977
11 H 2.0242 -0.7546 -1.1924  N2 0.992
12 H -0.5894 1.7929 -1.0121  N4 1.023


# 2
Here is 2 unconnected molecules or ions with the total composition C7H10 from OMol25. Energies are from the ωB97M-V functional and the def2-TZVPD basis.

SMILES: C=CC1=CC=CC1.[H][H]
ΔE to the lowest compared entry with this formula, charge and spin: 51.63 kcal/mol
spin multiplicity: 1

Each atom is followed by the atoms it is bonded to, with distances in Å.
Geometry (Å):
1 C -1.4604 0.3268 0.4873  C2 1.335, C3 1.464, H9 1.091
2 C -2.4780 0.1259 -0.3525  C1 1.335, H10 1.086, H11 1.087
3 C -0.0425 0.2871 0.1259  C1 1.464, C4 1.507, C7 1.351
4 C 0.9791 1.1537 0.8165  C3 1.507, C5 1.500, H12 1.100, H13 1.099
5 C 2.2647 0.7951 0.1325  C4 1.500, C6 1.344, H14 1.084
6 C 2.0171 -0.1258 -0.8144  C5 1.344, C7 1.466, H15 1.085
7 C 0.5858 -0.4450 -0.8197  C3 1.351, C6 1.466, H16 1.086
8 H -1.4012 -2.5362 0.2556  H17 0.744
9 H -1.6785 0.5683 1.5289  C1 1.091
10 H -3.5087 0.1805 -0.0143  C2 1.086
11 H -2.3095 -0.0746 -1.4079  C2 1.087
12 H 0.7332 2.2169 0.6805  C4 1.100
13 H 1.0083 0.9758 1.9005  C4 1.099
14 H 3.2247 1.2339 0.3802  C5 1.084
15 H 2.7485 -0.5767 -1.4776  C6 1.085
16 H 0.1207 -1.1756 -1.4744  C7 1.086
17 H -0.8034 -2.9301 0.0529  H8 0.744


# 3
Here is 2 unconnected molecules or ions with the total composition C4H9NO from OMol25. Energies are from the ωB97M-V functional and the def2-TZVPD basis.

SMILES: [H]/N=C\C.CC=O
ΔE to the lowest compared entry with this formula, charge and spin: 39.85 kcal/mol
spin multiplicity: 1

Each atom is followed by the atoms it is bonded to, with distances in Å.
Geometry (Å):
1 C 1.6977 -0.3145 -2.0985  C2 1.496, H7 1.095, H8 1.094, H9 1.096
2 C 0.5609 -0.2103 -1.1318  C1 1.496, N3 1.269, H10 1.096
3 N 0.5557 -0.6112 0.0718  C2 1.269, H12 1.022
4 C -1.6704 0.2512 0.8253  O5 1.213, C6 1.505, H11 1.107
5 O -1.8689 1.1109 -0.0077  C4 1.213
6 C -1.1802 0.5304 2.2202  C4 1.505, H13 1.093, H14 1.096, H15 1.092
7 H 1.3573 -0.7002 -3.0647  C1 1.095
8 H 2.4876 -0.9623 -1.7060  C1 1.094
9 H 2.1113 0.6856 -2.2713  C1 1.096
10 H -0.3526 0.2868 -1.4779  C2 1.096
11 H -1.9134 -0.8074 0.6116  C4 1.107
12 H 1.4402 -1.0514 0.3323  N3 1.022
13 H -0.4608 -0.2294 2.5355  C6 1.093
14 H -2.0390 0.4990 2.9009  C6 1.096
15 H -0.7253 1.5227 2.2604  C6 1.092


# 4
Here is C6H12O in the gas phase from OMol25. Energies are from the ωB97M-V functional and the def2-TZVPD basis.

ΔE to the lowest compared entry with this formula, charge and spin: 91.61 kcal/mol
spin multiplicity: 1

Each atom is followed by the atoms it is bonded to, with distances in Å.
Geometry (Å):
1 C -1.3903 2.1989 0.5425  C2 1.529, H8 1.096, H9 1.096, H10 1.097
2 C -0.0519 1.4700 0.4231  C1 1.529, C3 1.511, H11 1.102, H12 1.108
3 C 0.0048 0.6235 -0.8272  C2 1.511, C4 1.500, H13 1.092
4 C 1.0813 -0.4171 -0.9212  C3 1.500, C5 1.482, H14 1.102, H15 1.100
5 C 0.2573 -1.5159 -0.3633  C4 1.482, C6 1.485, O7 1.306
6 C 0.7047 -2.3554 0.7777  C5 1.485, H16 1.099, H17 1.091, H18 1.094
7 O -0.8948 -1.8321 -0.8900  C5 1.306, H19 1.023
8 H -1.4422 2.8324 1.4359  C1 1.096
9 H -2.2135 1.4759 0.5741  C1 1.096
10 H -1.5531 2.8397 -0.3329  C1 1.097
11 H 0.0800 0.8440 1.3207  C2 1.102
12 H 0.7621 2.2201 0.4710  C2 1.108
13 H -0.1504 1.1776 -1.7555  C3 1.092
14 H 2.0078 -0.2802 -0.3409  C4 1.102
15 H 1.3535 -0.6636 -1.9578  C4 1.100
16 H 1.4622 -3.0555 0.3978  C6 1.099
17 H -0.1151 -2.9104 1.2359  C6 1.091
18 H 1.2018 -1.7276 1.5232  C6 1.094
19 H -1.1043 -0.9241 -1.3130  O7 1.023